Formula: C15H54N8O12
Source: the Open Molecules 2025 dataset
Level of theory: ωB97M-V with the def2-TZVPD basis set

Summary:
DFT total energy: -52917.212 eV
SMILES string: NC(N)=O.NC(N)=O.NC(N)=O.NC(N)=O.CCO.CCO.CCO.CO.CO.CO.CO.CO
LUMO energy: -0.648 eV
highest occupied orbital energy: -8.2 eV
HOMO-LUMO gap: 7.6 eV

XYZ file:
```
89
Properties=species:S:1:pos:R:3:forces:R:3
N 3.2533 -1.7116 0.3022 0.8 2.5 0.0
C 2.7908 -2.8816 -0.0740 -5.2 -3.2 2.2
N 3.6257 -3.6938 -0.7270 0.1 -2.6 -1.2
O 1.5981 -3.3632 0.3311 5.0 2.4 -1.7
H 2.5930 -1.0360 0.6849 -0.1 -0.3 0.1
H 4.1168 -1.3066 -0.0570 -0.3 -0.7 0.2
H 3.2378 -4.6417 -0.8722 0.3 1.1 0.1
H 4.3971 -3.4584 -1.3355 -0.2 0.4 0.4
N -0.9617 -2.2650 -4.5485 -1.6 -4.7 -1.3
C -0.2151 -1.8760 -3.5494 0.9 -6.3 6.9
N 0.0708 -0.6063 -3.5770 2.9 4.2 1.0
O 0.0583 -2.7007 -2.4311 -0.7 4.4 -5.9
H -1.2899 -3.3102 -4.6470 1.0 3.1 0.5
H -1.0522 -1.6587 -5.3229 -0.4 0.2 -0.8
H 0.7856 -0.0857 -2.8889 -2.0 -2.2 -1.4
H 0.0322 -0.1586 -4.4764 -0.2 0.2 -0.2
N -4.5079 0.7634 2.1137 -1.8 2.3 4.5
C -4.3549 -0.2291 1.3330 -2.7 -8.9 -1.7
N -3.7113 0.0398 0.2433 2.8 0.7 -4.2
O -4.9025 -1.4930 1.5113 2.4 6.0 -0.1
H -5.0648 0.5532 2.9227 0.0 0.2 0.2
H -4.0569 1.6499 2.0844 0.3 0.2 -0.4
H -3.4313 -0.6548 -0.4789 -0.6 0.5 1.6
H -3.3383 0.9877 0.0016 -0.6 -1.1 0.6
N 1.9442 0.5278 -2.0111 2.2 -5.5 1.2
C 1.4049 1.6820 -1.9906 -4.3 6.0 6.3
N 1.6853 2.4072 -3.0324 -0.8 2.4 -1.4
O 0.6656 2.1509 -0.9257 3.5 -2.3 -5.4
H 1.8399 0.0831 -1.0995 0.2 -0.6 0.1
H 2.5803 0.0904 -2.7128 -0.6 1.1 1.1
H 1.4111 3.3850 -3.0493 0.2 -0.5 -0.2
H 2.3194 1.9970 -3.6664 0.6 0.4 -1.0
C -2.6200 -3.7330 0.3472 0.3 2.1 0.2
C -2.6147 -3.0692 -1.0349 -0.9 -0.3 1.1
O -2.3000 -4.0076 -1.9860 1.2 -1.3 -1.9
H -1.6294 -4.1343 0.4871 0.7 0.2 0.3
H -3.2515 -4.6002 0.4658 -0.8 0.2 -0.2
H -2.8330 -2.8873 1.0639 0.0 -1.3 -0.2
H -1.9213 -2.2362 -1.0915 0.3 0.2 0.4
H -3.5841 -2.6838 -1.3266 -0.6 0.2 0.3
H -1.3231 -3.9886 -2.0610 -0.5 0.0 -0.1
C -2.8658 4.8426 -0.9913 0.3 -0.3 -1.2
C -1.9311 3.7484 -0.5176 -0.4 0.0 1.9
O -2.4691 2.4154 -0.7176 -0.4 2.4 1.4
H -3.0557 4.6392 -2.0464 0.3 0.5 -0.3
H -2.6081 5.8899 -0.8080 0.7 -0.3 -0.2
H -3.8311 4.7659 -0.6082 -1.7 -0.5 1.2
H -1.7660 3.8220 0.5933 -0.2 0.0 -0.9
H -0.9573 3.8894 -0.9487 0.4 -0.4 -0.4
H -2.1255 2.0322 -1.4939 0.9 -1.0 -1.5
C 5.1498 1.2412 1.3282 0.0 0.9 -0.1
C 4.1069 2.0709 0.5485 -0.7 -0.9 1.1
O 3.5855 3.1730 1.2284 0.7 2.2 0.7
H 4.9061 0.1874 1.1762 0.5 0.0 0.1
H 5.0150 1.4518 2.4120 0.3 -0.2 -0.7
H 6.1993 1.4992 1.0018 -1.1 -0.5 0.4
H 3.1594 1.5764 0.4230 -0.2 -1.3 0.0
H 4.3811 2.2360 -0.4637 0.9 0.8 -1.1
H 4.2362 3.8638 1.4860 -0.3 -0.9 -0.4
C -1.3369 1.5856 2.3463 -1.1 -1.7 -0.4
O -0.0150 2.0210 2.4475 0.8 -0.2 -0.4
H -1.8153 1.6708 1.3809 0.3 0.9 -0.6
H -1.9158 2.0703 3.0816 -1.0 0.6 1.0
H -1.5177 0.4911 2.4567 1.1 0.6 0.7
H -0.0068 2.9710 2.2752 0.2 -0.2 -0.1
C 3.0686 0.5458 3.9489 0.3 -0.7 -1.1
O 4.0529 0.9980 4.8297 1.2 -0.9 1.3
H 3.3241 -0.4442 3.5100 -0.3 0.6 0.1
H 2.8408 1.2729 3.1833 0.6 0.3 -0.4
H 2.1651 0.5150 4.4625 -1.9 -0.7 1.0
H 4.2017 0.2359 5.4503 0.0 1.3 -0.8
C -0.1150 -0.5586 0.3089 -0.7 0.5 -2.1
O 1.1292 -0.1351 0.7737 0.5 0.6 0.4
H -0.7869 0.2508 -0.0019 0.5 0.2 0.1
H -0.6571 -1.1065 1.0092 -0.7 -1.4 1.3
H 0.0912 -1.1162 -0.5815 -0.3 -0.9 -0.4
H 0.9209 0.7219 1.1336 0.5 1.1 0.7
C 0.2624 -1.8281 3.6026 -0.1 -1.7 1.3
O 1.3082 -2.5261 3.0017 0.8 0.0 -1.2
H 0.4608 -0.7928 3.6582 -0.3 1.6 -0.7
H 0.2081 -2.0773 4.6896 0.0 -0.4 -0.7
H -0.6365 -2.2044 3.1206 -0.7 0.9 0.2
H 1.1804 -2.4619 2.0147 0.4 -0.6 1.1
C -3.1600 -0.2209 -2.8584 -1.5 0.3 0.4
O -2.0934 0.0728 -2.0365 2.4 -0.1 -0.7
H -4.0486 -0.2421 -2.2500 -0.6 0.3 0.0
H -3.0865 -1.2045 -3.2285 0.2 -1.2 -0.9
H -3.2750 0.5211 -3.6267 -0.2 0.3 -0.7
H -1.3239 -0.2159 -2.6228 -0.8 0.9 1.7
```
Forces are in eV/Å.

***

Formula: C42H38N7O2PTa
Source: the Open Molecules 2025 dataset
Level of theory: ωB97M-V with the def2-TZVPD basis set

Summary:
DFT total energy: -69508.497 eV
total charge: +3
LUMO energy (spin up / spin down): -10.807 / -11.129 eV
highest occupied orbital energy (spin up / spin down): -14.5 / -14.1 eV
HOMO-LUMO gap (spin up / spin down): 3.7 / 2.9 eV

XYZ file:
```
91
Properties=species:S:1:pos:R:3:forces:R:3
Ta -0.0186 1.4278 0.9334 6.2 -1.1 2.1
C 0.3369 6.6878 -2.1096 -0.2 -0.1 0.8
C 0.8636 5.7972 -1.0056 -1.7 -0.2 1.6
C 2.1544 5.2657 -0.9456 0.3 0.4 -0.7
C 2.5958 4.3428 -0.0358 -3.3 -0.3 0.3
C 1.6346 3.7817 0.9139 1.3 1.3 -2.5
N 1.8340 2.4702 1.2952 -2.2 -1.8 0.2
C 3.0961 1.8939 1.4816 0.5 -0.8 -0.3
C 4.1152 2.5981 2.1117 0.2 -1.1 0.3
C 5.3412 1.9817 2.4033 -1.4 -0.8 -0.4
C 5.4311 0.5889 2.2540 -0.5 0.0 -0.2
C 6.5383 -0.1606 2.8750 0.7 -0.4 0.4
C 4.4467 -0.1452 1.5639 -0.2 1.0 -0.5
C 3.3536 0.5544 1.0409 0.2 0.6 -0.5
N 2.6863 0.1062 -0.1686 -0.8 -0.8 -0.8
C 3.1721 -0.6686 -1.2191 0.0 2.1 1.8
C 2.2327 -0.7042 -2.2124 -1.3 -0.2 0.1
C 1.0836 -0.0355 -1.7158 1.8 0.2 0.9
N 1.4074 0.5165 -0.4988 -0.7 -1.0 -0.1
C 0.3944 4.4778 1.0415 0.9 0.1 -0.9
C -0.0052 5.4511 0.0577 2.4 -1.1 0.5
N -0.3846 4.1131 2.1618 -1.8 -1.3 1.5
C -1.1551 4.8055 3.0358 0.4 0.9 -0.4
C -1.6408 4.0041 4.0509 0.9 -1.8 -0.5
C -1.1109 2.7180 3.7640 -0.3 2.4 -1.4
N -0.4284 2.7570 2.5595 -1.3 0.4 1.3
H 1.0636 6.7709 -2.9027 0.1 0.4 -0.2
H -0.0082 7.6460 -1.6917 0.7 0.0 -0.3
H -0.5879 6.2931 -2.5199 0.0 -0.4 -0.2
H 2.8151 5.5019 -1.7680 0.2 0.2 0.0
H 3.4499 3.8289 -0.3511 1.4 -0.8 0.4
H 3.8449 3.5663 2.4622 0.3 0.8 0.1
H 6.1669 2.5184 2.8213 0.2 0.3 0.3
H 7.3889 0.4987 3.0476 -0.1 -0.2 0.4
H 6.9090 -0.9934 2.2845 -0.1 0.0 -0.3
H 6.1623 -0.6301 3.8006 0.4 0.4 -0.1
H 4.6272 -1.2054 1.3818 -0.2 0.3 -0.2
H 4.2259 -0.8966 -1.2124 -0.1 -0.4 0.0
H 2.3780 -1.2410 -3.1390 -0.3 0.2 0.0
H 0.0941 0.1477 -2.1233 0.3 -0.2 -0.1
H -0.9281 5.9404 0.1606 -1.2 0.5 0.1
H -1.2754 5.8769 2.9232 0.1 -0.1 -0.1
H -2.3033 4.2400 4.8807 0.4 0.2 -0.3
H -1.2132 1.8553 4.3655 0.0 -1.0 0.0
O -1.9028 -0.2706 2.9067 1.4 0.7 -2.0
C -1.5548 -0.9029 1.9034 -1.2 -1.0 1.5
O -0.5600 -0.4871 1.0593 -0.1 2.1 0.6
C -2.1881 -2.2262 1.6365 -0.2 -0.9 0.4
C -3.2595 -2.5328 2.5240 0.9 0.8 -0.2
C -3.9084 -3.7515 2.4924 -1.1 0.0 0.7
C -3.4721 -4.7328 1.6255 1.3 0.4 -0.7
C -2.2717 -4.5262 0.8870 -1.4 -0.6 0.2
C -1.6817 -3.2682 0.7986 -1.0 0.1 0.9
P -0.4488 -3.0338 -0.4615 1.0 0.8 -0.7
C 0.3271 -4.6472 -0.6354 0.0 -0.4 -0.1
C 1.5297 -4.9582 0.0310 -0.9 0.9 -0.3
C 2.1460 -6.1614 -0.2015 0.1 -1.2 -1.8
C 1.6988 -6.9949 -1.2908 -0.4 0.2 1.5
C 0.4503 -6.7174 -1.8573 0.3 -0.9 -1.0
C -0.2554 -5.5779 -1.4852 0.4 -0.5 -0.2
C -1.4502 -2.8933 -2.0118 -0.2 -0.2 1.5
C -2.8258 -2.7068 -1.9906 -0.7 0.3 -0.7
C -3.5467 -2.7153 -3.1921 0.3 0.1 0.1
C -2.8948 -2.9262 -4.4133 0.0 0.5 0.1
C -1.5138 -2.9894 -4.4263 0.5 -0.7 1.1
C -0.8002 -3.0413 -3.2062 0.7 0.2 -1.5
H -3.5020 -1.7529 3.2463 -0.2 -0.4 -0.2
H -4.7736 -3.9553 3.1756 0.9 0.3 -0.8
H -4.0577 -5.6252 1.4629 0.2 -0.3 0.3
H -1.8815 -5.3831 0.3132 -0.3 0.7 0.3
H 1.9018 -4.1729 0.6863 0.3 -0.5 0.2
H 3.0274 -6.4742 0.3294 0.2 0.1 0.2
H 2.2408 -7.9294 -1.5522 -0.4 0.9 0.2
H 0.0532 -7.3852 -2.6738 0.4 0.7 1.1
H -1.2572 -5.4309 -1.8578 0.0 0.1 -0.3
H -3.3596 -2.5591 -1.0578 0.0 -0.1 0.0
H -4.6077 -2.5138 -3.1820 -0.2 -0.3 0.1
H -3.4201 -2.9984 -5.3679 -0.1 0.1 0.4
H -0.9992 -3.1216 -5.3560 0.3 0.0 -0.3
H 0.2875 -3.2351 -3.1767 -0.6 0.2 -0.3
C -4.4262 1.3010 -0.6242 0.8 -0.7 1.6
N -3.4614 2.3646 -1.0450 -0.7 1.3 0.3
C -4.0735 3.4519 -1.8331 -0.7 -0.1 -0.1
C -2.3252 2.5961 -0.5062 1.9 -3.8 -1.5
N -1.1652 2.2395 -0.3114 -4.7 2.6 -1.3
H -4.7157 0.5952 -1.4152 0.5 0.5 -0.1
H -5.3020 1.7984 -0.2184 -0.1 0.1 -0.1
H -3.9421 0.7788 0.2213 -0.4 -0.1 -0.5
H -5.1405 3.5496 -1.5827 0.5 -0.1 -0.1
H -3.9329 3.2517 -2.8853 0.0 -0.1 -0.3
H -3.5686 4.3280 -1.5343 0.4 1.3 -0.1
```
Forces are in eV/Å.

***

Formula: C4H11B
Source: the Open Molecules 2025 dataset
Level of theory: ωB97M-V with the def2-TZVPD basis set

Summary:
DFT total energy: -5000.336 eV
LUMO energy: 0.614 eV
highest occupied orbital energy: -9.7 eV
HOMO-LUMO gap: 10.3 eV

XYZ file:
```
16
Properties=species:S:1:pos:R:3:forces:R:3
B -1.1100 0.6416 -1.1268 2.0 -0.3 1.1
C 0.2298 -1.4111 -0.6081 0.5 4.1 -1.1
C 1.2868 1.0519 0.0320 -1.8 1.5 1.8
C -0.5600 -0.0753 1.3799 -1.2 -0.4 0.4
C -0.0801 0.3659 0.0186 0.1 -2.9 -1.0
H -2.1798 0.2988 -0.9992 -1.7 -0.6 0.2
H -0.7993 1.1114 -2.1475 0.4 0.3 -0.6
H 0.6367 -1.4830 -1.6261 -0.2 0.1 0.4
H -0.6867 -1.8559 -0.4817 -2.1 -1.3 0.0
H 0.9001 -1.7457 0.1237 1.1 -0.3 0.9
H 1.1051 2.2089 0.1852 0.6 -2.1 -0.7
H 1.6114 0.7676 -0.9638 1.4 0.6 0.3
H 1.7952 0.7348 1.0105 0.1 0.1 -2.0
H -0.9475 0.7768 1.9393 0.2 0.1 0.3
H -1.4340 -0.7829 1.3111 0.8 0.6 0.0
H 0.2324 -0.6037 1.9528 -0.4 0.5 -0.2
```
Forces are in eV/Å.

***

Formula: C2H7N2OP
Source: the Open Molecules 2025 dataset
Level of theory: ωB97M-V with the def2-TZVPD basis set

Summary:
DFT total energy: -16499.695 eV
LUMO energy (spin up / spin down): -0.072 / -0.586 eV
highest occupied orbital energy (spin up / spin down): -7.2 / -7.1 eV
HOMO-LUMO gap (spin up / spin down): 7.1 / 6.5 eV

XYZ file:
```
13
Properties=species:S:1:pos:R:3:forces:R:3
C 0.5897 -0.7445 1.2586 -4.1 -0.6 -1.4
C -0.8600 1.1073 0.2323 -3.0 0.2 0.5
N 1.2780 0.5307 -0.5100 2.7 -1.6 -1.5
N 0.3865 0.4413 0.4181 -0.1 0.0 -0.2
O -1.0632 -1.6956 -2.3982 -1.1 0.0 0.3
P 0.3738 -1.5468 -2.6244 1.2 0.3 0.0
H 0.4589 -0.4502 2.2542 0.3 0.0 1.6
H -0.1239 -1.6327 1.0394 -0.1 1.8 0.2
H 1.4051 -1.2810 0.9531 3.0 -0.2 -0.2
H -1.2375 1.5124 1.2250 -0.1 -1.4 -0.8
H -0.7781 2.1090 -0.2373 0.6 -1.0 -0.5
H -1.6508 0.4127 -0.3864 1.7 1.8 1.7
H 1.2217 1.2376 -1.2243 -1.1 0.7 0.3
```
Forces are in eV/Å.